No. 1
Molecular formula: C25H21Br2N5O4SSn
Method: DFT, the ωB97M-V functional and the def2-TZVPD basis

```
59
C25H21Br2N5O4SSn the ωB97M-V functional and the def2-TZVPD basis
Sn 0.044 0.063 -0.401
N -3.948 0.114 1.995
C -3.930 1.488 1.993
C -4.792 2.435 2.528
C -4.447 3.759 2.356
C -3.278 4.129 1.682
C -2.420 3.194 1.143
C -2.757 1.850 1.293
N -2.120 0.705 0.880
C -2.845 -0.303 1.334
C -2.426 -1.669 1.166
C -3.008 -2.820 1.626
S -2.040 -4.175 1.238
C -0.915 -3.131 0.488
N -1.244 -1.878 0.521
H -4.655 -0.465 2.419
H -5.682 2.145 3.062
H -5.085 4.528 2.762
H -3.039 5.178 1.593
H -1.509 3.482 0.642
H -3.930 -2.943 2.155
H -0.010 -3.472 0.023
C 1.578 -0.267 4.403
O 2.527 0.201 3.439
C 2.140 0.240 2.187
O 1.008 -0.064 1.811
N 3.113 0.659 1.361
N 2.866 0.773 -0.010
H 2.081 -0.213 5.365
H 1.288 -1.292 4.174
H 0.689 0.364 4.396
H 4.034 0.828 1.755
H 3.374 0.063 -0.538
H 3.167 1.688 -0.342
Br 2.097 -5.123 -7.450
C 1.779 -3.983 -5.963
C 1.653 -2.613 -6.171
C 1.468 -1.780 -5.086
C 1.403 -2.311 -3.799
C 1.499 -3.689 -3.605
C 1.693 -4.529 -4.685
C 1.204 -1.379 -2.646
O 1.364 -0.163 -2.789
O 0.834 -1.891 -1.548
H 1.709 -2.213 -7.171
H 1.370 -0.714 -5.221
H 1.430 -4.105 -2.611
H 1.781 -5.596 -4.545
Br -1.602 5.591 -4.763
C -1.188 4.214 -3.524
C 0.143 3.921 -3.252
C 0.456 2.879 -2.379
C -0.603 2.232 -1.832
C -1.924 2.448 -2.054
C -2.217 3.490 -2.935
H 0.942 4.471 -3.724
H 1.487 2.610 -2.199
H -2.722 1.890 -1.589
H -3.249 3.711 -3.159
```

Output
**HOMO level**: -0.4767 Eh
**Energy above the lowest of the compared OMol25 structures with the same formula, charge and spin**: 64.3 kcal per mole
**Lowest unoccupied orbital energy**: -0.30833 hartree
**Total energy**: -198643.292 eV
**Total charge**: +2
**Kohn-Sham gap**: 4.582 eV

These are the Mulliken partial charges, in e, on atoms 1 to 5: atom 1 (Sn): 1.546, atom 2 (N): -0.033, atom 3 (C): 0.596, atom 4 (C): -1.141, atom 5 (C): -0.500

No. 2
Molecular formula: C25H21BrIN4OPb
Method: DFT, the ωB97M-V functional and the def2-TZVPD basis

```
54
C25H21BrIN4OPb the ωB97M-V functional and the def2-TZVPD basis
Pb 0.529 0.704 -0.576
C 0.321 0.869 4.385
C 1.685 0.686 4.750
C 2.667 0.597 3.765
C 2.261 0.682 2.393
N 0.956 0.805 2.076
C 0.017 0.929 3.035
C 3.256 0.710 1.306
C 4.606 0.911 1.628
C 5.553 0.862 0.640
C 5.176 0.645 -0.704
C 3.818 0.554 -1.040
C 2.888 0.600 -0.035
H -0.441 1.054 5.123
H 1.961 0.669 5.803
H 3.727 0.436 4.041
H -0.991 1.004 2.676
H 4.835 1.163 2.644
H 6.611 0.926 0.909
H 5.987 0.674 -1.457
H 3.499 0.421 -2.095
Br -0.705 -6.707 -0.392
C -0.980 -4.861 0.029
C -2.224 -4.352 -0.314
C -2.432 -3.001 -0.150
C -1.399 -2.096 0.213
C -0.141 -2.654 0.516
C 0.090 -4.021 0.453
N -1.517 -0.695 0.191
C -2.679 -0.153 -0.005
C -2.819 1.263 -0.147
C -4.143 1.777 -0.334
C -4.288 3.157 -0.524
C -3.136 3.929 -0.412
C -1.867 3.376 -0.313
N -1.716 2.049 -0.148
H -3.030 -5.035 -0.618
H -3.407 -2.580 -0.373
H 0.632 -1.966 0.866
H 1.071 -4.500 0.698
H -3.586 -0.715 0.052
H -5.024 1.138 -0.292
H -5.260 3.637 -0.601
H -3.177 4.994 -0.536
H -0.963 3.983 -0.232
N -0.492 0.866 -4.899
C -0.169 0.135 -3.822
O 0.756 0.483 -3.007
C -0.871 -1.174 -3.663
I -3.010 -0.912 -3.459
H 0.015 1.757 -5.059
H -1.150 0.518 -5.601
H -0.500 -1.717 -2.796
H -0.803 -1.822 -4.586
```

Output
**HOMO level (alpha / beta)**: -0.5963 / -0.5981 Eh
**Energy above the lowest of the compared OMol25 structures with the same formula, charge and spin**: 0.0 kcal per mole
**Lowest unoccupied orbital energy (alpha / beta)**: -0.39058 / -0.46797 hartree
**Total energy**: -117636.188 eV
**Total charge**: +3
**Kohn-Sham gap (alpha / beta)**: 5.598 / 3.541 eV

These are the Mulliken partial charges, in e, on atoms 1 to 5: atom 1 (Pb): 1.271, atom 2 (C): -1.015, atom 3 (C): -0.420, atom 4 (C): -0.839, atom 5 (C): 1.129

No. 3
Molecular formula: C25H21F4IrN3
Method: DFT, the ωB97M-V functional and the def2-TZVPD basis

```
54
C25H21F4IrN3 the ωB97M-V functional and the def2-TZVPD basis
Ir -0.351 0.170 -0.266
C -0.080 0.805 -3.332
N 0.348 -0.278 -2.447
C -0.206 -1.550 -2.912
C 1.815 -0.338 -2.344
C 2.300 -1.185 -1.165
N 1.664 -0.765 0.051
C 2.156 -1.088 1.244
C 1.545 -0.513 2.398
F 0.517 0.351 2.166
C 1.968 -0.777 3.682
F 1.370 -0.182 4.700
C 3.024 -1.662 3.908
C 3.634 -2.268 2.817
F 4.615 -3.130 3.011
C 3.239 -1.984 1.516
F 3.869 -2.593 0.511
H 0.373 0.709 -4.324
H 0.199 1.774 -2.923
H -1.161 0.773 -3.457
H 0.121 -1.765 -3.936
H -1.294 -1.517 -2.895
H 0.119 -2.368 -2.272
H 2.183 0.681 -2.210
H 2.244 -0.738 -3.270
H 3.390 -1.094 -1.113
H 2.091 -2.251 -1.335
H 3.370 -1.876 4.909
C -3.101 -3.219 0.685
C -4.348 -2.614 0.538
C -4.452 -1.255 0.307
C -3.301 -0.465 0.250
C -2.028 -1.093 0.327
C -1.949 -2.452 0.590
C -3.324 0.988 0.171
C -4.495 1.771 0.233
C -4.409 3.137 0.182
C -3.146 3.763 0.106
C -2.956 5.156 0.086
C -1.684 5.685 0.078
C -0.555 4.846 0.077
C -0.707 3.487 0.047
C -2.001 2.912 0.058
N -2.126 1.576 0.050
H -3.030 -4.280 0.876
H -5.239 -3.214 0.642
H -5.428 -0.812 0.196
H -0.990 -2.933 0.725
H -5.457 1.298 0.330
H -5.306 3.741 0.212
H -3.825 5.799 0.093
H -1.546 6.755 0.100
H 0.431 5.284 0.115
H 0.152 2.816 0.076
```

Output
**HOMO level (alpha / beta)**: -0.5200 / -0.5200 Eh
**Energy above the lowest of the compared OMol25 structures with the same formula, charge and spin**: 50.5 kcal per mole
**⟨S²⟩**: 0.80
**Lowest unoccupied orbital energy (alpha / beta)**: -0.29778 / -0.32777 hartree
**Total energy**: -44427.101 eV
**Total charge**: +2
**Kohn-Sham gap (alpha / beta)**: 6.048 / 5.231 eV
**Multiplicity**: 2

These are the Mulliken partial charges, in e, on atoms 1 to 5: atom 1 (Ir): 1.231, atom 2 (C): -1.041, atom 3 (N): 0.179, atom 4 (C): -1.109, atom 5 (C): -1.109

No. 4
Molecular formula: C25H22AsN2O5V
Method: DFT, the ωB97M-V functional and the def2-TZVPD basis

```
56
C25H22AsN2O5V the ωB97M-V functional and the def2-TZVPD basis
V -0.940 0.035 -0.256
O -0.953 4.376 3.974
C -0.876 3.450 2.979
C 0.216 2.591 2.864
C 0.200 1.672 1.824
N -0.828 1.623 0.998
C -1.863 2.442 1.067
C -1.934 3.399 2.067
C -2.870 2.163 -0.052
O -3.790 2.944 -0.238
O -2.573 1.105 -0.710
C 1.277 0.643 1.470
O 2.324 0.648 2.100
O 0.932 -0.113 0.495
H -0.182 4.290 4.545
H 1.059 2.624 3.542
H -2.773 4.074 2.135
C -2.123 -2.254 3.339
C -2.399 -3.487 2.758
C -2.304 -3.633 1.387
C -1.934 -2.545 0.590
C -1.641 -1.291 1.158
C -1.749 -1.185 2.540
C -1.821 -2.637 -0.864
C -2.239 -3.724 -1.633
C -2.138 -3.717 -3.003
C -1.615 -2.567 -3.642
C -1.479 -2.457 -5.036
C -0.972 -1.318 -5.621
C -0.586 -0.242 -4.820
C -0.709 -0.325 -3.449
C -1.216 -1.474 -2.831
N -1.298 -1.512 -1.456
H -2.194 -2.134 4.413
H -2.679 -4.332 3.375
H -2.509 -4.599 0.943
H -1.535 -0.236 3.027
H -2.658 -4.586 -1.132
H -2.461 -4.562 -3.597
H -1.783 -3.296 -5.651
H -0.877 -1.257 -6.697
H -0.193 0.661 -5.269
H -0.405 0.524 -2.841
C 4.612 0.532 -2.851
As 3.338 0.273 -1.353
C 2.384 -1.229 -2.182
C 2.139 1.721 -1.945
H 4.097 0.533 -3.811
H 5.349 -0.272 -2.845
H 5.138 1.479 -2.728
H 2.037 -0.972 -3.183
H 1.536 -1.516 -1.561
H 3.070 -2.075 -2.244
H 1.823 1.564 -2.978
H 2.675 2.668 -1.873
H 1.261 1.779 -1.301
```

Output
**HOMO level (alpha / beta)**: -0.0962 / -0.1977 Eh
**Energy above the lowest of the compared OMol25 structures with the same formula, charge and spin**: 0.0 kcal per mole
**⟨S²⟩**: 3.80
**Lowest unoccupied orbital energy (alpha / beta)**: 0.08698 / 0.08699 hartree
**Total energy**: -126030.673 eV
**Total charge**: -1
**Kohn-Sham gap (alpha / beta)**: 4.983 / 7.747 eV
**Multiplicity**: 4

These are the Mulliken partial charges, in e, on atoms 1 to 5: atom 1 (V): -0.481, atom 2 (O): -0.554, atom 3 (C): 1.126, atom 4 (C): -0.603, atom 5 (C): -0.317